Record 1
Below is a structure of composition C25H38Br2N3OPdSi3 at a distorted geometry, with properties calculated with the ωB97M-V functional and the def2-TZVPD basis.

Element x y z (Å)
1 Pd 0.416 0.099 0.651
2 Br 6.197 -0.549 -2.736
3 C 4.638 -0.274 -1.764
4 C 4.151 -1.367 -1.150
5 C 3.027 -1.171 -0.386
6 N 2.411 -0.058 -0.243
7 C 2.926 1.072 -0.830
8 C 4.015 0.961 -1.680
9 C 2.240 2.396 -0.701
10 C 2.653 3.627 -1.151
11 C 1.944 4.703 -0.720
12 Br 2.619 6.456 -1.219
13 C 0.801 4.653 0.015
14 C 0.380 3.360 0.363
15 N 1.116 2.290 0.050
16 H 4.618 -2.362 -1.284
17 H 2.630 -1.984 0.195
18 H 4.281 1.844 -2.260
19 H 3.559 3.709 -1.796
20 H 0.243 5.514 0.295
21 H -0.487 3.148 1.022
22 C -3.074 -0.531 -3.023
23 Si -1.717 0.374 -2.033
24 C -2.163 2.219 -1.681
25 C -0.114 0.343 -3.037
26 C -1.412 -0.558 -0.400
27 Si -2.624 -0.069 0.990
28 C -3.117 -1.601 2.037
29 C -1.805 1.146 2.225
30 C -4.234 0.749 0.507
31 Si -1.042 -2.288 -0.592
32 C 0.267 -2.722 -1.940
33 C -2.620 -3.276 -0.999
34 C -0.313 -2.783 1.149
35 C -0.375 -4.067 1.660
36 C 0.279 -4.379 2.869
37 C 1.048 -3.329 3.416
38 C 1.061 -2.060 2.841
39 N 0.407 -1.786 1.730
40 H -3.262 -0.216 -4.069
41 H -4.081 -0.573 -2.487
42 H -2.695 -1.531 -3.280
43 H -1.279 2.814 -1.784
44 H -2.591 2.116 -0.730
45 H -3.075 2.438 -2.313
46 H 0.779 0.535 -2.437
47 H -0.269 1.375 -3.523
48 H -0.005 -0.398 -3.813
49 H -2.271 -2.291 2.264
50 H -3.927 -2.131 1.661
51 H -3.469 -1.087 2.902
52 H -0.801 1.016 2.663
53 H -2.502 1.109 3.103
54 H -1.933 2.151 1.758
55 H -4.695 0.378 -0.386
56 H -4.168 1.831 0.390
57 H -4.971 0.716 1.249
58 H -0.327 -2.365 -2.756
59 H 0.552 -3.839 -2.074
60 H 1.177 -2.159 -1.853
61 H -3.574 -2.774 -0.858
62 H -2.769 -4.280 -0.589
63 H -2.666 -3.281 -2.055
64 H -0.970 -4.855 1.191
65 H 0.219 -5.362 3.248
66 H 1.574 -3.516 4.302
67 H 1.730 -1.256 3.276
68 C 3.189 2.575 2.656
69 O 2.359 1.361 2.776
70 H 3.800 2.466 1.767
71 H 3.817 2.569 3.499
72 H 2.582 3.429 2.483
73 H 1.687 1.584 3.424

Properties
frontier orbital gap (alpha / beta) = 6.7613 / 7.5531 eV
calculated total energy = -200251.835 eV
expectation value of S² = 2.0062
E_HOMO (alpha / beta) = -0.37512 / -0.42420 Ha
spin multiplicity = 3
total charge = +1
LUMO level (alpha / beta) = -3.45 / -3.99 eV

Record 2
Below is an isolated molecule of C13H19N3O3, with properties calculated with the ωB97M-V functional and the def2-TZVPD basis.

Element x y z (Å)
1 O 0.563 -0.907 1.274
2 C 1.073 0.171 1.531
3 N 0.649 0.900 2.575
4 H 0.941 1.830 2.822
5 O -0.426 0.460 3.354
6 H -0.666 -0.406 2.970
7 C 2.209 0.813 0.760
8 H 2.839 1.374 1.451
9 H 1.757 1.531 0.073
10 C 3.026 -0.227 -0.020
11 H 2.561 -1.203 0.120
12 H 4.032 -0.287 0.399
13 C 3.145 0.070 -1.517
14 C 1.811 0.145 -2.260
15 H 1.196 0.944 -1.844
16 C 1.013 -1.157 -2.223
17 C -0.406 -0.943 -2.766
18 C -1.195 -0.064 -1.811
19 O -1.401 1.114 -2.009
20 N -1.622 -0.746 -0.710
21 C -2.297 -0.264 0.405
22 C -2.694 1.062 0.568
23 C -3.362 1.413 1.729
24 C -3.614 0.440 2.683
25 N -3.239 -0.821 2.537
26 C -2.601 -1.160 1.435
27 H -2.305 -2.200 1.361
28 H -4.132 0.669 3.604
29 H -3.681 2.432 1.887
30 H -2.481 1.789 -0.198
31 H -1.326 -1.709 -0.625
32 H -0.361 -0.443 -3.734
33 H -0.911 -1.903 -2.888
34 H 0.947 -1.519 -1.197
35 H 1.521 -1.918 -2.819
36 H 2.010 0.411 -3.301
37 H 3.670 1.020 -1.650
38 H 3.759 -0.712 -1.969

Properties
frontier orbital gap = 9.3917 eV
calculated total energy = -24401.810 eV
E_HOMO = -0.31676 Ha
energy above the lowest of the compared OMol25 structures with the same formula, charge and spin = 0.129 eV
LUMO level = 0.77 eV

Record 3
Below is a structure of composition C34H53IN4PbSi2Te at a distorted geometry, with properties calculated with the ωB97M-V functional and the def2-TZVPD basis.

Element x y z (Å)
1 Pb 0.848 0.046 -0.501
2 C 2.740 -2.875 -4.417
3 Si 1.260 -2.059 -3.472
4 C 1.246 -0.367 -4.349
5 C -0.335 -2.948 -4.143
6 N 1.374 -2.074 -1.763
7 C 1.760 -3.217 -1.107
8 C 1.803 -4.446 -1.790
9 C 2.381 -5.598 -1.300
10 C 2.920 -5.586 -0.032
11 C 2.751 -4.446 0.731
12 C 2.150 -3.281 0.270
13 N 1.913 -2.250 1.177
14 Si 2.702 -2.098 2.685
15 C 2.402 -3.463 4.034
16 C 2.271 -0.480 3.608
17 C 4.602 -2.061 2.429
18 H 2.492 -3.084 -5.456
19 H 3.050 -3.808 -3.958
20 H 3.603 -2.214 -4.412
21 H 1.045 -0.511 -5.410
22 H 2.204 0.133 -4.267
23 H 0.497 0.316 -3.978
24 H -0.701 -2.516 -5.073
25 H -1.129 -2.876 -3.404
26 H -0.162 -4.007 -4.322
27 H 1.377 -4.488 -2.776
28 H 2.398 -6.499 -1.906
29 H 3.412 -6.459 0.381
30 H 3.084 -4.473 1.757
31 H 1.366 -3.793 4.021
32 H 2.619 -3.088 5.032
33 H 3.025 -4.342 3.879
34 H 1.966 -0.687 4.631
35 H 3.137 0.174 3.660
36 H 1.464 0.078 3.149
37 H 4.918 -2.822 1.724
38 H 5.135 -2.231 3.362
39 H 4.915 -1.099 2.039
40 C -2.803 0.619 2.721
41 C -2.629 2.117 2.969
42 C -3.629 2.596 4.022
43 C -1.187 2.449 3.307
44 C -0.786 2.710 4.607
45 C 0.517 3.075 4.901
46 C 1.432 3.209 3.877
47 C 1.082 2.937 2.565
48 C 2.058 3.187 1.447
49 C 3.245 2.227 1.454
50 C 2.539 4.639 1.456
51 C -0.221 2.506 2.280
52 N -0.591 2.082 1.013
53 C -1.312 2.828 0.271
54 C -2.116 2.505 -0.855
55 C -3.149 3.373 -1.218
56 C -3.927 2.712 -2.149
57 C -3.351 1.464 -2.368
58 N -2.248 1.350 -1.580
59 C -3.917 0.409 -3.293
60 C -2.904 -0.039 -4.359
61 C -4.412 -0.800 -2.486
62 C -5.138 0.990 -4.022
63 H -3.836 0.396 2.456
64 H -2.534 0.043 3.602
65 H -2.159 0.297 1.908
66 H -2.876 2.630 2.031
67 H -3.532 2.029 4.945
68 H -4.642 2.455 3.649
69 H -3.484 3.651 4.243
70 H -1.500 2.636 5.414
71 H 0.804 3.287 5.925
72 H 2.440 3.537 4.093
73 H 1.525 3.034 0.512
74 H 3.842 2.324 2.360
75 H 3.877 2.435 0.594
76 H 2.901 1.199 1.382
77 H 3.149 4.859 2.331
78 H 1.684 5.313 1.453
79 H 3.128 4.826 0.561
80 H -1.471 3.875 0.573
81 H -3.319 4.356 -0.818
82 H -4.811 3.109 -2.609
83 H -2.178 -0.728 -3.943
84 H -2.380 0.824 -4.767
85 H -3.416 -0.547 -5.178
86 H -3.602 -1.246 -1.919
87 H -4.820 -1.556 -3.157
88 H -5.191 -0.484 -1.792
89 H -4.862 1.880 -4.583
90 H -5.929 1.251 -3.321
91 H -5.530 0.247 -4.714
92 Te -0.216 -1.910 1.449
93 I 1.847 2.449 -2.102
94 C -1.269 0.282 -1.667
95 H -0.922 0.278 -2.700
96 H -1.776 -0.671 -1.506

Properties
frontier orbital gap = 5.2542 eV
calculated total energy = -78480.745 eV
E_HOMO = -0.03888 Ha
total charge = -2
energy above the lowest of the compared OMol25 structures with the same formula, charge and spin = 0.000 eV
LUMO level = 4.20 eV

Record 4
Below is a structure of composition C2Cl2F2I2 at a distorted geometry, with properties calculated with the ωB97M-V functional and the def2-TZVPD basis.

Element x y z (Å)
1 C -1.424 0.103 0.766
2 C 1.353 -0.215 -1.113
3 F -0.637 -0.003 1.850
4 F 1.894 -0.593 -2.247
5 Cl -2.299 -1.278 0.321
6 Cl 1.309 -1.524 0.041
7 I -2.340 1.968 0.677
8 I 2.145 1.543 -0.296

Properties
frontier orbital gap (alpha / beta) = 8.5431 / 8.8315 eV
calculated total energy = -48751.009 eV
expectation value of S² = 2.0100
E_HOMO (alpha / beta) = -0.31197 / -0.37158 Ha
spin multiplicity = 3
energy above the lowest of the compared OMol25 structures with the same formula, charge and spin = 0.000 eV
LUMO level (alpha / beta) = 0.05 / -1.28 eV

Record 5
Below is an isolated molecule of CH3NO3 at a distorted geometry, with properties calculated with the ωB97M-V functional and the def2-TZVPD basis.

Element x y z (Å)
1 C 0.081 -0.095 0.259
2 N 0.232 -1.411 0.002
3 O -0.009 0.665 1.362
4 O -0.013 1.901 -0.706
5 O 0.072 0.526 -0.903
6 H -0.177 -2.013 0.703
7 H 0.061 -1.612 -0.954
8 H -0.246 2.039 0.236

Properties
frontier orbital gap = 11.3235 eV
calculated total energy = -8715.520 eV
E_HOMO = -0.39232 Ha
energy above the lowest of the compared OMol25 structures with the same formula, charge and spin = 1.447 eV
LUMO level = 0.65 eV

Record 6
Below is a cluster of 2 separate species, C5H5NO in total at a distorted geometry, with properties calculated with the ωB97M-V functional and the def2-TZVPD basis.

Element x y z (Å)
1 O -2.261 -0.372 0.104
2 C -1.231 -0.709 0.630
3 C -0.066 -1.268 -0.176
4 C -0.203 1.932 -0.643
5 C 0.957 2.234 -0.534
6 C 1.223 -1.159 0.505
7 N 2.236 -1.067 1.054
8 H -1.227 1.634 -0.724
9 H -1.093 -0.661 1.726
10 H -0.299 -2.325 -0.351
11 H -0.018 -0.770 -1.148
12 H 1.980 2.531 -0.443

Properties
frontier orbital gap = 11.2291 eV
calculated total energy = -8800.468 eV
E_HOMO = -0.39814 Ha
energy above the lowest of the compared OMol25 structures with the same formula, charge and spin = 2.951 eV
LUMO level = 0.40 eV

Record 7
Below is a cluster of 2 separate species, C5H10NO2 in total, with properties calculated with the ωB97M-V functional and the def2-TZVPD basis.

Element x y z (Å)
1 O 0.543 1.297 0.779
2 C 1.540 0.550 0.925
3 O 1.700 -0.615 0.487
4 C 2.701 1.142 1.756
5 H 3.549 0.457 1.777
6 H 3.004 2.099 1.325
7 H 2.359 1.334 2.776
8 C -1.151 -1.978 0.231
9 C -1.650 -0.700 -0.362
10 C -1.750 -0.466 -1.662
11 N -2.033 0.804 -2.222
12 H -1.017 -2.733 -0.548
13 H -0.176 -1.750 0.677
14 H -1.820 -2.379 1.001
15 H -1.759 0.147 0.307
16 H -1.618 -1.258 -2.396
17 H -1.620 0.917 -3.136
18 H -1.716 1.542 -1.607

Properties
frontier orbital gap = 8.1456 eV
calculated total energy = -10933.321 eV
E_HOMO = -0.14700 Ha
total charge = -1
energy above the lowest of the compared OMol25 structures with the same formula, charge and spin = 0.943 eV
LUMO level = 4.15 eV

Record 8
Below is the ion C5H9N2 with charge +1 at a distorted geometry, with properties calculated with the ωB97M-V functional and the def2-TZVPD basis.

Element x y z (Å)
1 C 2.959 0.814 0.409
2 C -1.310 0.431 0.013
3 C -1.072 -0.527 -1.155
4 C -0.494 -0.534 0.979
5 C 0.073 -1.247 -0.247
6 N 1.379 -0.824 -0.645
7 N 2.104 0.003 0.026
8 H 2.961 1.985 0.494
9 H 3.851 0.424 0.938
10 H -0.649 1.282 -0.117
11 H -2.329 0.679 0.121
12 H -1.796 -1.258 -1.277
13 H -0.796 -0.077 -2.177
14 H 0.135 0.107 1.443
15 H -1.127 -1.023 1.775
16 H -0.058 -2.311 -0.254

Properties
frontier orbital gap = 8.8926 eV
calculated total energy = -8299.380 eV
E_HOMO = -0.55606 Ha
total charge = +1
energy above the lowest of the compared OMol25 structures with the same formula, charge and spin = 6.352 eV
LUMO level = -6.24 eV

Record 9
Below is an isolated molecule of C6H9N at a distorted geometry, with properties calculated with the ωB97M-V functional and the def2-TZVPD basis.

Element x y z (Å)
1 C 1.606 -0.657 0.974
2 C 0.438 -0.245 0.118
3 C 0.616 0.660 -1.088
4 C -0.330 1.065 -0.016
5 C -1.746 0.556 -0.348
6 N -1.711 -0.880 -0.697
7 C -0.699 -1.216 -0.003
8 H 1.273 -0.933 1.979
9 H 2.368 0.121 1.059
10 H 2.087 -1.541 0.531
11 H 1.559 1.200 -1.153
12 H 0.179 0.380 -2.046
13 H -0.143 1.944 0.605
14 H -2.388 0.579 0.557
15 H -2.228 0.958 -1.212
16 H -0.880 -1.990 0.739

Properties
frontier orbital gap = 9.4910 eV
calculated total energy = -7855.243 eV
E_HOMO = -0.31798 Ha
energy above the lowest of the compared OMol25 structures with the same formula, charge and spin = 2.917 eV
LUMO level = 0.84 eV

Record 10
Below is a cluster of 5 separate species, C3H14O5 in total at a distorted geometry, with properties calculated with the ωB97M-V functional and the def2-TZVPD basis.

Element x y z (Å)
1 O 0.478 4.050 -0.081
2 C 0.133 2.858 -0.073
3 C 0.199 1.963 1.075
4 C -1.224 1.527 1.412
5 H -0.275 2.592 -1.058
6 H 0.701 2.561 1.944
7 H 0.779 1.096 0.774
8 H -1.726 2.238 2.176
9 H -1.351 0.607 1.990
10 H -1.763 1.457 0.456
11 H -1.264 -1.432 -2.027
12 H 0.091 -2.131 -2.102
13 O -0.525 -1.570 -2.399
14 H -1.151 -2.409 2.234
15 H -0.098 -3.088 1.572
16 O -1.017 -3.233 1.817
17 H 2.500 -3.263 -0.795
18 H 1.490 -3.209 0.140
19 O 2.409 -2.783 0.028
20 H 0.227 1.221 -2.886
21 H 0.708 0.002 -2.026
22 O 0.678 0.947 -2.171

Properties
frontier orbital gap = 9.0343 eV
calculated total energy = -13572.925 eV
E_HOMO = -0.34065 Ha
energy above the lowest of the compared OMol25 structures with the same formula, charge and spin = 3.072 eV
LUMO level = -0.24 eV

Record 11
Below is an isolated molecule of C4H7NO, with properties calculated with the ωB97M-V functional and the def2-TZVPD basis.

Element x y z (Å)
1 O 2.562 0.914 -0.342
2 C 1.388 0.484 -0.241
3 C 1.691 -0.773 -0.790
4 C -1.055 -0.922 0.323
5 C -1.041 0.557 -0.038
6 N 0.288 1.136 0.146
7 H -0.407 -1.488 -0.357
8 H 2.087 -1.442 -0.014
9 H -2.065 -1.325 0.212
10 H -0.723 -1.080 1.354
11 H -1.370 0.686 -1.078
12 H -1.733 1.113 0.601
13 H 0.379 2.140 0.222

Properties
frontier orbital gap = 9.4363 eV
calculated total energy = -7795.628 eV
E_HOMO = -0.32987 Ha
energy above the lowest of the compared OMol25 structures with the same formula, charge and spin = 4.017 eV
LUMO level = 0.46 eV

Record 12
Below is a structure of composition C3H8N2O2S at a distorted geometry, with properties calculated with the ωB97M-V functional and the def2-TZVPD basis.

Element x y z (Å)
1 C 0.772 -1.186 0.363
2 C -0.629 -0.906 1.073
3 C -0.456 1.279 -0.473
4 H 0.940 -3.052 -0.604
5 H 0.836 -3.166 1.222
6 H 0.723 -0.556 -0.670
7 H 1.698 -0.667 0.971
8 H -1.404 -1.364 0.286
9 H -0.543 -1.331 2.050
10 H -0.502 3.369 0.466
11 H -0.101 2.836 -2.465
12 N 1.153 -2.642 0.331
13 N -0.472 2.608 -0.662
14 O -0.360 0.534 -1.377
15 O -0.690 3.371 -1.689
16 S -0.965 0.872 1.178

Properties
frontier orbital gap = 9.0353 eV
calculated total energy = -21145.888 eV
E_HOMO = -0.32079 Ha
energy above the lowest of the compared OMol25 structures with the same formula, charge and spin = 4.958 eV
LUMO level = 0.31 eV